ORCA calculation (ωB97M-V/def2-TZVPD) on 2 unconnected molecules or ions with the total composition C2H4NO2.

Summary:
Total charge: -1
Frontier orbital gap in eV: 7.283

Structure (XYZ):
```
9
C2H4NO2 | the Open Molecules 2025 dataset | ωB97M-V/def2-TZVPD
O 2.826 0.495 -0.728
O 4.640 -0.384 0.122
N 3.414 -0.077 0.251
C -0.761 -0.211 -0.201
C 0.326 0.272 0.336
H -0.943 -1.235 -0.321
H -1.680 0.384 -0.473
H 1.130 -0.425 0.577
H 0.255 1.411 0.574
```


ORCA calculation (ωB97M-V/def2-TZVPD) on 11 unconnected molecules or ions with the total composition C15H6BCl40F5N3O3S.

Summary:
Total charge: +1
Frontier orbital gap in eV: 7.977

Structure (XYZ):
```
74
C15H6BCl40F5N3O3S | the Open Molecules 2025 dataset | ωB97M-V/def2-TZVPD
Cl -1.651 2.891 3.093
Cl -0.621 -3.674 3.814
Cl -3.857 8.372 -10.938
Cl -6.673 -0.570 2.800
Cl -3.720 0.921 -2.741
Cl -10.206 -2.723 3.836
Cl -3.225 2.150 5.409
Cl -2.755 -0.998 4.407
Cl -3.770 8.495 -8.047
Cl -5.921 1.242 4.929
Cl 7.782 1.976 -3.368
Cl -11.638 -5.033 4.834
Cl -0.932 0.721 -1.966
Cl -2.316 4.881 5.090
Cl -4.264 10.898 -9.584
Cl -0.588 7.624 -6.865
Cl -4.195 -0.652 6.898
Cl -1.638 9.677 -9.610
Cl -8.397 1.656 3.484
Cl 1.435 -6.853 -1.557
Cl -1.759 6.935 -4.310
Cl 9.749 2.634 -1.344
Cl -10.789 -2.953 6.661
Cl -1.369 -0.017 6.761
Cl 1.449 -2.610 5.537
Cl 10.391 0.715 -3.413
Cl 2.106 -4.592 3.533
Cl -12.928 -2.442 4.778
Cl 10.127 3.520 -4.072
Cl -1.770 2.732 -3.880
Cl -2.243 -2.776 6.634
Cl 0.557 -5.344 5.864
Cl -0.509 -4.722 -1.831
Cl 0.584 -5.361 0.775
Cl -1.244 -7.196 -0.517
Cl 1.113 6.826 -4.663
Cl -0.582 4.872 -5.967
Cl -2.526 2.980 -1.099
Cl -8.137 -0.586 5.298
Cl -4.374 3.840 3.345
S 3.662 -1.807 1.207
F 5.633 -5.077 -0.218
F 3.920 -3.974 -1.024
F 4.822 -3.794 2.400
F 3.612 -5.240 0.733
F 6.168 -2.821 0.990
O 2.404 -2.326 1.792
O 4.142 -0.759 2.121
O 6.406 -0.072 -1.260
N 3.225 -1.184 -0.339
N 3.068 -0.432 -2.446
N 6.192 -2.322 -2.288
C -2.894 3.441 4.235
C 3.955 -0.915 -1.494
C -0.454 6.566 -5.452
C -11.391 -3.288 5.027
C 1.854 -0.835 -0.536
C 9.518 2.212 -3.048
C 4.860 -3.231 1.147
C -7.282 0.436 4.129
C -3.383 9.361 -9.545
C -2.243 1.843 -2.424
C 0.066 -6.034 -0.781
C -2.641 -1.110 6.175
C 4.497 -4.397 0.141
C 1.744 -0.363 -1.911
C 0.872 -4.056 4.690
B 5.563 -1.113 -1.704
H 1.033 -0.906 0.207
H 6.150 -3.075 -1.588
H 3.305 -0.157 -3.401
H 6.443 0.602 -1.971
H 0.802 -0.022 -2.441
H 5.679 -2.604 -3.129
```


ORCA calculation (ωB97M-V/def2-TZVPD) on a single C5H4N2O molecule.

Summary:
Frontier orbital gap in eV: 8.530

Structure (XYZ):
```
12
C5H4N2O | the Open Molecules 2025 dataset | ωB97M-V/def2-TZVPD
O -0.282 -1.617 -1.391
N -0.081 1.237 0.790
N 0.722 1.228 -1.414
C 0.875 -1.642 -0.875
C -0.136 -0.794 -0.220
C 0.199 0.625 -0.324
C -0.747 -0.935 1.097
C -0.662 0.301 1.632
H 1.086 2.155 -1.265
H 1.142 0.676 -2.142
H -1.137 -1.845 1.503
H -0.977 0.614 2.609
```


ORCA calculation (ωB97M-V/def2-TZVPD) on a molecular structure, C5H12N2O.

Summary:
Frontier orbital gap in eV: 6.966

Structure (XYZ):
```
20
C5H12N2O | the Open Molecules 2025 dataset | ωB97M-V/def2-TZVPD
O 0.462 -1.666 1.565
N -2.364 -0.623 -1.383
N 2.746 1.161 -0.055
C -2.089 -0.273 0.029
C -1.064 0.841 0.229
C 0.285 0.580 -0.395
C 2.840 -0.114 -0.350
C 1.403 1.105 0.259
H -1.476 -0.797 -1.835
H -3.056 -0.024 0.461
H 1.307 -1.798 2.014
H 2.600 -0.588 -1.313
H 0.280 0.668 -1.482
H 1.160 1.609 1.216
H -1.721 -1.205 0.465
H -1.502 1.786 -0.116
H 0.601 -0.982 0.881
H -0.941 0.962 1.325
H -2.833 0.137 -1.864
H 3.363 -0.777 0.349
```


ORCA calculation (ωB97M-V/def2-TZVPD) on a molecular structure, C2H4AsF6KNO5.

Summary:
Total charge: -1
Frontier orbital gap in eV: 7.125

Structure (XYZ):
```
20
C2H4AsF6KNO5 | the Open Molecules 2025 dataset | ωB97M-V/def2-TZVPD
As 2.039 -0.635 0.228
K -0.096 1.113 1.323
F 1.866 1.071 0.829
F 2.277 -2.242 -0.479
F 1.691 0.016 -1.403
F 2.238 -1.246 1.893
F 0.251 -0.801 0.495
F 3.784 -0.235 -0.036
O -1.170 -0.857 1.915
O -2.379 0.933 1.404
O -0.990 0.966 -0.328
O -2.355 0.722 -2.074
O -2.988 -0.334 3.068
N -1.228 0.780 -1.550
C -2.252 -0.044 2.125
C -0.002 0.616 -2.335
H -1.517 -1.458 2.578
H 0.423 -0.320 -1.971
H -0.209 0.442 -3.390
H 0.618 1.512 -2.295
```


ORCA calculation (ωB97M-V/def2-TZVPD) on a molecular structure, C24H20As2N2O4PdS4.

Summary:
Total charge: -2
Frontier orbital gap in eV: 4.947

Structure (XYZ):
```
57
C24H20As2N2O4PdS4 | the Open Molecules 2025 dataset | ωB97M-V/def2-TZVPD
Pd -1.625 -0.806 -1.421
As 0.563 -0.312 -0.632
As -2.795 -1.977 -3.732
S -0.643 -2.102 -3.241
S -3.079 -1.874 -5.843
S -3.467 -0.101 -2.798
S -3.880 -3.645 -2.982
O -1.933 -2.445 0.593
O -3.288 -0.941 4.454
O -2.498 -2.498 2.749
O -3.793 1.253 4.591
N -3.216 1.615 1.924
N -2.595 0.231 0.365
C -2.867 1.488 0.621
C 0.739 2.506 3.183
C 2.930 1.072 -1.715
C 3.010 2.090 -3.891
C -2.755 2.581 -0.382
C 1.693 1.720 -4.115
C 0.317 0.369 2.173
C 2.886 -2.103 -0.986
C 1.760 -1.804 -0.225
C 1.609 0.686 -1.938
C 1.400 -2.671 0.806
C -3.147 0.390 2.524
C 1.205 2.154 0.848
C 0.292 1.195 3.284
C -3.455 0.226 3.990
C 0.993 1.024 -3.138
C 2.195 -3.760 1.125
C 1.192 2.982 1.961
C -2.386 -1.908 1.583
C 3.676 -3.200 -0.673
C 3.346 -4.019 0.396
C 0.796 0.825 0.943
C -2.762 -0.476 1.534
C 3.627 1.772 -2.687
H 4.550 -3.421 -1.274
H 0.721 3.154 4.051
H 3.562 2.625 -4.655
H 1.209 1.957 -5.053
H 1.899 -4.416 1.934
H 3.963 -4.876 0.640
H -0.093 0.817 4.223
H -3.472 2.444 2.434
H 1.534 2.543 -0.108
H -3.703 3.102 -0.522
H -1.986 3.303 -0.097
H 0.463 -2.527 1.329
H -0.033 0.714 -3.308
H 3.142 -1.490 -1.839
H -0.067 -0.640 2.256
H -2.855 -1.832 3.480
H 3.409 0.822 -0.774
H 4.656 2.064 -2.509
H -2.476 2.113 -1.325
H 1.535 4.006 1.872
```


ORCA calculation (ωB97M-V/def2-TZVPD) on a single C4H10N2O molecule.

Summary:
Structure (SMILES): CCNC(=O)CN
Frontier orbital gap in eV: 9.827

Structure (XYZ):
```
17
C4H10N2O | the Open Molecules 2025 dataset | ωB97M-V/def2-TZVPD
O -1.035 -0.346 1.820
N 1.305 -1.869 1.170
N -0.895 0.643 -0.205
C 1.097 -0.521 0.722
C 0.248 1.712 -2.169
C -0.578 0.549 -1.618
C -0.375 -0.117 0.834
H 1.362 -0.368 -0.329
H 0.417 1.533 -3.236
H -1.523 0.524 -2.149
H 1.671 0.228 1.286
H -1.534 1.346 0.131
H -0.048 -0.383 -1.814
H 0.538 -2.228 1.718
H 1.223 1.857 -1.709
H -0.326 2.640 -2.162
H 1.680 -2.538 0.523
```


ORCA calculation (ωB97M-V/def2-TZVPD) on 17 unconnected molecules or ions with the total composition C22H14Cl64N3S.

Summary:
Total charge: +1
Frontier orbital gap in eV: 8.943

Structure (XYZ):
```
104
C22H14Cl64N3S | the Open Molecules 2025 dataset | ωB97M-V/def2-TZVPD
Cl -6.418 12.291 4.604
Cl -0.223 -6.442 0.634
Cl 5.443 -14.407 2.793
Cl -1.378 -13.975 4.389
Cl -2.173 1.715 -1.165
Cl 3.690 5.175 -6.074
Cl 0.324 -13.007 1.132
Cl -3.507 6.075 4.727
Cl 3.026 7.383 1.375
Cl 8.678 1.205 -10.403
Cl 6.557 -14.257 0.137
Cl 2.856 -3.223 -8.187
Cl -1.052 -8.814 -0.783
Cl -8.921 -4.728 4.414
Cl -0.012 -1.224 -0.623
Cl -5.165 0.288 5.401
Cl 7.922 -15.748 2.191
Cl 6.590 3.121 -10.928
Cl -7.030 -2.551 4.328
Cl 1.537 -3.634 -0.810
Cl 0.368 -9.045 1.716
Cl 0.614 8.958 1.343
Cl -1.441 0.845 1.474
Cl -10.145 8.264 6.217
Cl -6.937 -4.456 6.489
Cl 5.218 7.082 -7.593
Cl 5.975 0.574 -9.645
Cl -6.669 9.443 4.970
Cl -1.249 -1.586 9.214
Cl -6.837 0.451 3.045
Cl -3.852 -1.333 8.004
Cl 2.677 9.477 -0.602
Cl -3.689 8.592 3.333
Cl -5.765 6.611 3.024
Cl -0.679 -3.420 1.096
Cl -4.100 -0.413 2.821
Cl 6.700 0.671 -12.423
Cl -1.295 -16.768 5.107
Cl 4.999 -3.242 -6.260
Cl -3.167 6.163 1.867
Cl 0.707 -15.664 3.349
Cl 3.106 10.149 2.163
Cl -1.866 3.634 0.971
Cl -4.690 2.341 3.444
Cl -2.724 0.878 9.467
Cl 4.252 -0.780 -7.590
Cl -1.615 0.119 6.917
Cl -12.563 7.298 4.983
Cl -9.023 11.094 4.941
Cl 1.766 -1.957 1.515
Cl -9.109 -2.569 6.315
Cl -12.346 10.069 5.742
Cl 5.580 -2.921 -9.050
Cl 2.776 -13.963 -0.018
Cl -1.999 -15.988 2.423
Cl 1.784 -11.342 -0.710
Cl 4.897 4.434 -8.653
Cl 1.742 -8.100 -0.650
Cl 5.442 -16.734 1.096
Cl 0.423 -13.698 -1.665
Cl -12.562 8.036 7.770
Cl 0.458 2.321 -0.124
Cl 2.640 6.222 -8.537
Cl -7.540 10.656 2.509
S 3.501 2.066 -1.024
N 4.830 3.664 -2.719
N 3.508 5.346 -1.638
N 2.761 4.451 -3.558
C -0.990 -15.605 3.819
C 6.343 -15.287 1.555
C 1.327 -13.002 -0.317
C 0.203 -8.112 0.234
C 5.059 2.582 -1.739
C 2.351 9.004 1.072
C 3.729 4.472 -2.605
C 3.004 0.666 -2.053
C -1.264 2.123 0.293
C 4.430 -2.545 -7.786
C -11.902 8.414 6.179
C -4.038 6.868 3.244
C 1.676 5.374 -3.107
C 4.114 5.713 -7.722
C -2.359 -0.481 8.405
C 0.659 -2.583 0.291
C 6.981 1.396 -10.845
C 2.283 6.118 -1.864
C -7.418 10.878 4.258
C 2.059 1.019 -3.185
C -8.001 -3.579 5.384
C -5.206 0.664 3.685
H 5.670 2.926 -0.905
H 2.556 1.640 -3.929
H 0.840 4.733 -2.834
H 3.964 5.283 -0.739
H 1.170 1.516 -2.794
H 2.519 -0.027 -1.371
H 5.563 1.772 -2.257
H 2.623 7.077 -2.240
H 3.887 0.180 -2.456
H 5.442 3.817 -3.505
H 1.580 6.146 -1.043
H 1.724 0.114 -3.690
H 1.387 6.065 -3.889
H 2.428 3.486 -3.562
```


ORCA calculation (ωB97M-V/def2-TZVPD) on 6 unconnected molecules or ions with the total composition C17H30N2O16.

Summary:
Frontier orbital gap in eV: 8.263

Structure (XYZ):
```
65
C17H30N2O16 | the Open Molecules 2025 dataset | ωB97M-V/def2-TZVPD
O 1.557 -4.323 2.708
O -1.631 0.334 2.757
O 3.564 1.235 -3.466
O -5.182 -3.931 -1.446
O 4.042 -0.709 -4.497
O -0.663 3.561 -2.071
O -1.982 0.433 4.922
O 0.074 -0.752 -0.739
O -1.657 0.132 -1.681
O -0.327 -1.202 -2.771
O 0.978 -2.422 3.543
O -3.400 -3.948 -0.093
O 0.910 -4.215 4.715
O -3.535 -0.082 3.466
O -5.050 -5.385 0.336
O 5.426 1.015 -4.750
N -0.705 -0.709 -1.744
N 1.747 3.061 0.817
C -3.747 -0.362 2.045
C 1.241 3.266 -0.616
C -4.333 -3.060 -2.103
C 1.299 4.257 1.752
C 1.627 -3.340 1.614
C 2.447 0.386 -3.214
C -3.004 -3.053 -1.214
C 3.253 3.051 0.684
C -2.451 0.190 1.556
C -4.583 -4.467 -0.261
C -2.369 0.280 3.785
C 1.155 -2.008 2.249
C 1.281 1.763 1.276
C 1.057 -3.620 3.685
C -0.265 3.387 -0.768
C 2.827 -0.902 -3.887
C 4.398 0.529 -4.271
H 3.716 4.017 0.755
H -4.882 -2.182 -1.984
H 0.154 -1.631 1.856
H 1.517 1.047 0.576
H -2.098 -3.511 -1.663
H -0.856 2.423 -0.406
H 2.796 -1.699 -3.179
H -3.840 -1.450 1.952
H 1.449 5.286 1.331
H -4.721 0.110 1.657
H -0.923 4.582 -2.171
H 1.626 4.238 -0.817
H 2.017 -1.042 -4.640
H 3.645 2.434 0.007
H 1.699 2.573 -1.288
H 2.507 0.155 -2.353
H -2.015 -0.501 0.821
H -1.055 4.109 -0.301
H 1.942 -1.233 2.102
H -4.257 -3.342 -3.090
H 0.309 4.176 2.146
H 1.592 1.521 2.272
H -2.836 -2.150 -0.794
H -2.567 1.089 1.053
H 0.927 -3.517 0.786
H 2.671 -3.179 1.043
H 1.868 4.077 2.641
H 3.776 2.542 1.538
H 0.319 1.862 1.279
H 1.518 0.805 -3.444
```


ORCA calculation (ωB97M-V/def2-TZVPD) on a molecular structure, CH6NO2P.

Summary:
Frontier orbital gap in eV: 8.586

Structure (XYZ):
```
11
CH6NO2P | the Open Molecules 2025 dataset | ωB97M-V/def2-TZVPD
P 1.805 -0.699 0.051
O 2.268 -2.032 0.473
O 0.590 2.340 -1.193
N -0.511 -0.802 0.201
C -1.606 -0.268 0.365
H 1.221 -0.291 1.324
H 0.684 2.166 -0.267
H -1.743 0.248 1.298
H 0.110 1.550 -1.555
H -0.337 -1.604 -0.500
H -2.481 -0.608 -0.197
```


ORCA calculation (ωB97M-V/def2-TZVPD) on a molecular structure, C40H48BN7O4S3TcTe.

Summary:
Multiplicity: 4
⟨S²⟩: 3.7889
Total charge: +2
Frontier orbital gap (alpha / beta) in eV: 7.468 / 6.570

Structure (XYZ):
```
105
C40H48BN7O4S3TcTe | the Open Molecules 2025 dataset | ωB97M-V/def2-TZVPD
Te -1.153 -1.165 2.396
Tc 0.123 -0.574 -0.124
S 0.592 0.066 -2.344
S 2.365 -0.807 0.546
S -0.028 1.673 0.573
O 0.343 -2.690 -0.057
O -3.996 -6.684 -1.894
O -5.607 -5.452 -2.622
O -1.650 -0.990 -1.002
N -4.465 -5.626 -2.256
N 3.224 1.810 0.412
N 1.572 2.893 -1.290
N -0.489 3.621 -1.336
N 3.156 0.963 -2.018
N 3.045 -0.828 -3.267
N 3.589 0.883 2.359
C 2.545 -1.987 -4.098
C 4.440 0.627 -2.383
C -1.720 -3.386 -1.047
C -3.742 -2.652 2.307
C -1.526 0.525 3.600
C 0.358 2.756 -0.744
C -2.225 1.625 3.119
C 1.817 -2.982 -3.199
C 3.748 -2.684 -4.728
C -3.691 -4.416 -1.929
C -2.080 2.641 5.296
C 4.400 0.588 4.666
C -5.766 -2.083 1.140
C -2.455 -4.545 -1.378
C -3.541 -2.018 -1.895
C -3.827 -0.675 0.922
C -5.062 -2.935 1.979
C -0.440 -3.574 -0.473
C -2.502 2.681 3.974
C -1.393 1.535 5.773
C 3.058 0.690 1.133
C -2.717 2.556 -1.313
C -1.952 3.852 -1.042
C 4.719 -1.221 2.991
C -2.268 -2.095 -1.296
C -3.132 -1.517 1.781
C 1.645 -1.451 -5.208
C 3.772 -0.123 3.470
C 3.817 2.751 1.223
C 0.222 4.324 -2.287
C -2.106 4.328 0.402
C -4.242 -3.154 -2.199
C 1.492 3.872 -2.256
C -1.118 0.468 4.927
C 2.325 0.053 -2.543
C 4.044 2.184 2.424
C 2.414 -0.672 3.890
C 4.376 -0.478 -3.153
C -5.148 -0.956 0.614
C -2.475 4.939 -1.975
B 2.932 2.172 -1.073
H -3.165 4.492 0.605
H 3.373 -3.507 -5.334
H 3.760 1.381 5.054
H 5.162 -1.013 -3.649
H -2.564 1.663 2.094
H -0.221 5.086 -2.897
H -0.092 -4.607 -0.365
H 4.062 3.733 0.859
H 4.886 -1.923 3.808
H 2.432 -3.248 -2.337
H 4.311 -1.777 2.150
H -3.055 3.537 3.609
H -6.797 -2.300 0.893
H 4.306 -2.022 -5.391
H 5.684 -0.800 2.705
H -3.530 5.085 -1.749
H 3.768 2.977 -1.375
H -1.733 3.600 1.119
H 1.716 0.150 4.052
H 4.532 -0.149 5.457
H -1.086 1.489 6.810
H -2.050 -5.531 -1.192
H -3.949 -1.038 -2.099
H 1.620 -3.888 -3.772
H -1.583 5.273 0.553
H -3.204 -3.311 2.977
H -1.974 5.895 -1.819
H 5.385 0.992 4.434
H -3.787 2.750 -1.233
H 2.352 4.168 -2.830
H 0.864 -2.588 -2.856
H 1.333 -2.282 -5.839
H -5.223 -3.102 -2.651
H -0.620 -0.410 5.317
H -2.401 4.652 -3.024
H -5.696 -0.295 -0.046
H -3.338 0.180 0.474
H -2.449 1.785 -0.594
H 2.529 -1.217 4.828
H 4.521 2.590 3.294
H -2.508 2.184 -2.318
H -5.539 -3.814 2.389
H 2.187 -0.739 -5.832
H 5.286 1.222 -2.087
H -2.302 3.465 5.960
H 4.419 -3.106 -3.980
H 2.009 -1.360 3.152
H 0.750 -0.972 -4.817
```